7
Properties=species:S:1:pos:R:3:forces:R:3 method="wB97M-V/def2-TZVPD" multiplicity=1 homo_energy_ev="-9.40 / -9.40" total_charge=0 gap_ha="0.3016 / 0.3018"
N -2.047970 -0.691826 0.221927 0.3 -0.9 2.1
N -1.118802 -1.079335 0.808418 0.0 0.6 -1.3
N 1.377741 0.667718 -0.070853 0.3 -0.6 -0.1
O 0.589039 1.489584 0.299665 -0.8 0.8 0.4
O 2.526488 0.859430 -0.372923 0.7 0.4 -0.2
S 0.901676 -0.990242 -0.223649 -1.1 -0.8 0.2
H -2.228174 -0.255327 -0.662583 0.7 0.4 -1.0

8
Properties=species:S:1:pos:R:3:forces:R:3 method="wB97M-V/def2-TZVPD" multiplicity=1 homo_energy_ev="-10.04 / -10.04" total_charge=0 gap_ha="0.3209 / 0.3205"
N 0.611088 1.329401 0.002464 1.6 1.3 -0.8
N -0.059287 0.304076 0.081206 -3.8 -0.4 0.9
N 0.718330 -1.014757 -0.115903 1.2 1.3 1.2
O 0.355391 2.511014 0.018910 -0.8 -1.2 0.4
O 1.851754 -0.831342 -0.352393 1.3 0.3 -0.8
O 0.164453 -2.009511 0.117835 -2.2 -1.2 0.0
O -1.732530 0.150042 0.504945 3.2 -0.3 -1.4
H -1.909196 -0.438924 -0.257061 -0.4 0.2 0.4

9
Properties=species:S:1:pos:R:3:forces:R:3 method="wB97M-V/def2-TZVPD" multiplicity=1 homo_energy_ev="-10.78 / -10.82" total_charge=0 gap_ha="0.2274 / 0.2288"
N 0.408989 -0.265248 0.557085 2.3 -2.0 -3.6
N 0.244397 0.934936 1.056050 -2.3 0.5 1.9
N -0.806585 -1.022972 -0.081314 1.7 0.8 0.3
O -0.354498 0.676567 2.123758 0.4 0.7 -0.3
O 0.621737 1.945393 0.607420 0.4 1.1 -0.2
O -1.815856 -0.465414 -0.017116 -2.3 0.6 0.0
O -0.395570 -2.020022 -0.527325 -0.3 -1.1 -0.3
O 0.643707 0.308742 -1.974414 -2.1 0.4 2.1
H 1.453678 -0.091983 -1.744146 2.1 -0.9 0.2

9
Properties=species:S:1:pos:R:3:forces:R:3 method="wB97M-V/def2-TZVPD" multiplicity=1 homo_energy_ev=-11.44 total_charge=0 gap_ha=0.3996 smiles="O=[N+]([O-])N(O)[N+](=O)[O-]"
N -0.235520 -0.011220 -0.299013 -3.8 -0.4 0.1
N 0.654197 -1.100851 -0.008699 -1.3 -0.9 1.6
N 0.292749 1.477310 -0.164371 1.4 -2.5 0.3
O 1.806594 -0.865263 0.050035 1.5 -0.1 -0.3
O 0.065931 -2.148512 0.205163 0.9 0.8 -0.7
O 1.341014 1.543746 -0.745180 -1.2 1.0 0.3
O -0.362672 2.205871 0.483923 -0.1 0.2 -0.3
O -1.446545 -0.263775 0.501615 0.6 0.4 -1.5
H -2.115748 -0.837307 -0.023472 2.1 1.4 0.5

9
Properties=species:S:1:pos:R:3:forces:R:3 method="wB97M-V/def2-TZVPD" multiplicity=1 homo_energy_ev="-11.00 / -11.00" total_charge=0 gap_ha="0.3785 / 0.3785"
N -0.529685 0.500242 0.659922 4.2 0.2 -0.6
N -1.930080 0.437278 0.615412 -0.7 -1.3 -0.2
N 0.211507 -0.038805 -0.262327 -2.4 -0.8 -0.8
O -2.518792 1.463022 0.458014 0.2 0.5 -0.4
O 1.596499 0.056538 0.108095 -0.9 1.3 2.4
O -2.390249 -0.629353 0.941131 0.0 -0.2 -0.3
O -0.072955 -0.580778 -1.308104 0.3 0.7 1.2
O 2.451120 -0.433697 -0.851764 -1.3 0.2 -2.6
H 3.182635 -0.774447 -0.360378 0.6 -0.6 1.2

6
Properties=species:S:1:pos:R:3:forces:R:3 method="wB97M-V/def2-TZVPD" multiplicity=1 homo_energy_ev=-9.76 total_charge=0 gap_ha=0.3119 smiles="N1=N[PH]#P=N1"
N 1.776869 -0.793247 -1.869124 -0.1 0.6 -1.1
N 1.521449 -0.746587 -0.693062 0.3 -0.6 1.3
N 1.404953 0.443432 -2.654047 0.9 -1.4 0.1
P 0.642187 1.540894 -1.871293 -1.4 1.9 -0.3
P 0.836973 0.661601 0.096691 -0.7 -1.7 0.4
H -0.382127 -0.160463 0.425288 1.0 1.2 -0.5

6
Properties=species:S:1:pos:R:3:forces:R:3 method="wB97M-V/def2-TZVPD" multiplicity=1 homo_energy_ev=-10.39 total_charge=0 gap_ha=0.3323 smiles="N1=NN=[PH]=N1"
N 1.145275 0.708087 0.322581 0.1 3.5 0.0
N 1.121107 -0.641538 0.385285 0.2 -2.5 -0.3
N 0.122842 1.257797 -0.157755 0.5 0.1 0.5
N 0.136327 -1.148115 -0.171456 0.0 -1.2 0.0
P -0.928634 0.053179 -0.788348 0.0 -0.2 -0.5
H -1.596916 -0.229412 0.409692 -0.6 0.3 0.3

6
Properties=species:S:1:pos:R:3:forces:R:3 method="wB97M-V/def2-TZVPD" multiplicity=1 homo_energy_ev=-11.01 total_charge=0 gap_ha=0.4219
N 1.346391 -0.295657 0.389859 1.3 0.7 -0.2
N 0.331288 -1.116106 0.726850 -0.4 -1.9 1.1
N 1.156689 0.682781 -0.228545 -1.6 0.8 -0.7
N -0.743705 -0.632099 0.268249 -1.9 0.4 -0.5
N -0.662553 0.437817 -0.361510 3.0 0.2 0.4
H -1.428110 0.923264 -0.794903 -0.4 -0.1 0.0

6
Properties=species:S:1:pos:R:3:forces:R:3 method="wB97M-V/def2-TZVPD" multiplicity=1 homo_energy_ev=-3.95 total_charge=-1 gap_ha=0.2964
N 0.566912 -0.162273 -0.871097 -1.0 0.3 -1.5
O -1.948100 1.253748 -0.501561 1.0 -1.0 0.6
O -1.211364 -0.656635 0.984764 -0.9 0.5 0.3
P 1.206031 -0.030667 0.498599 2.8 0.0 1.8
S -1.411161 -0.132438 -0.382069 -0.4 -0.1 -1.0
H 2.797679 -0.271736 0.271364 -1.5 0.3 -0.2

6
Properties=species:S:1:pos:R:3:forces:R:3 method="wB97M-V/def2-TZVPD" multiplicity=1 homo_energy_ev="-7.69 / -8.30" total_charge=0 gap_ha="0.1962 / 0.2420"
N 0.030475 0.497094 -0.578735 -1.1 -2.7 2.0
O 2.725249 0.990234 0.051938 3.5 -1.6 0.0
O 3.576177 -1.362913 -0.277490 0.2 0.8 0.2
S 0.875723 1.626259 0.007463 -1.0 -0.2 0.2
S 3.898463 0.003971 0.076041 -2.4 0.8 -0.2
H -0.232817 -0.358501 0.176235 0.8 2.9 -2.2

6
Properties=species:S:1:pos:R:3:forces:R:3 method="wB97M-V/def2-TZVPD" multiplicity=1 homo_energy_ev=-9.95 total_charge=0 gap_ha=0.3723
N -0.776449 -0.347746 0.699896 -0.2 1.3 -0.5
O -0.312482 -1.398848 0.771329 1.9 -2.7 -0.3
O 0.045566 0.741033 0.042020 -0.6 0.3 0.1
O -1.793525 0.048293 1.116915 -1.2 1.5 0.2
S 1.473814 0.276229 -0.622880 0.7 0.2 -1.4
H 1.363077 0.681039 -2.007280 -0.5 -0.6 1.9

6
Properties=species:S:1:pos:R:3:forces:R:3 method="wB97M-V/def2-TZVPD" multiplicity=1 homo_energy_ev="-9.51 / -9.08" total_charge=0 gap_ha="0.3190 / 0.2741"
N 1.631662 -0.041228 -0.303236 -4.0 -1.7 -1.5
O 2.347790 0.703884 0.182541 3.0 1.7 1.4
O 1.604229 -1.120150 -0.801908 1.0 0.0 0.2
O -1.797465 -0.344875 0.221436 -1.1 0.1 1.9
S -1.477746 1.127949 -0.422747 -0.2 -0.5 0.5
H -2.308470 -0.325579 1.123914 1.4 0.4 -2.4

Relative energy (zero: lowest compared OMol25 entry of this formula, charge and spin), record by record: 71.8, 88.2, 109.9, 12.8, 42.7, 30.9, 0.0, 30.0, 47.9, 30.7, 42.9, 51.7 kcal per mole